1.
Molecular formula: C10H29BNO6P2
Method: DFT, ωB97M-V with the def2-TZVPD basis set

Calculated values
Maximum force = 2.3 eV/Å
E_LUMO = -3.726 eV
DFT total energy = -1612.072176 Ha
HOMO-LUMO gap = 0.3176 Ha
Net charge = +1

Last column: Löwdin charge in e.
Cartesian coordinates (Å):
P -3.435 0.800 0.320  0.379
P 5.469 -1.609 0.112  1.127
O -3.770 -0.649 -0.248  -0.171
O -3.212 0.439 1.854  -0.166
O 5.601 1.198 0.601  0.124
O 2.474 -2.787 -1.891  -0.142
O -4.890 1.374 0.199  -0.153
O -2.246 1.371 -0.323  -0.236
N 3.595 0.191 1.573  0.201
C -4.425 3.811 0.106  -0.079
C -2.345 1.202 2.702  -0.267
C -1.792 -2.010 -0.643  -0.069
C 2.159 -1.754 -2.811  -0.242
C -3.037 2.374 3.363  -0.067
C 2.216 -0.384 -2.127  -0.052
C 3.840 -3.023 -1.711  -0.258
C -2.951 -1.245 -1.250  -0.271
C -5.308 2.688 0.621  -0.237
C 4.181 -2.844 -0.201  -0.305
B 4.792 0.131 0.851  -0.715
H 3.266 -2.528 0.299  0.091
H 6.148 -1.325 -1.075  0.031
H 4.068 -4.054 -1.987  0.133
H 2.213 0.412 -2.871  0.088
H -3.356 3.114 2.629  0.058
H -2.353 2.868 4.054  0.083
H 5.533 1.583 -0.280  0.121
H 1.146 -1.882 -3.185  0.122
H -3.599 -1.913 -1.817  0.122
H 1.395 -0.243 -1.426  0.080
H 2.925 0.864 1.211  0.117
H -2.587 -0.484 -1.942  0.106
H -3.913 2.043 3.922  0.087
H -6.317 2.800 0.229  0.121
H 3.089 -0.677 1.710  0.081
H -1.992 0.507 3.464  0.117
H 4.502 -3.784 0.246  0.095
H 3.172 -0.296 -1.591  0.046
H -1.474 1.538 2.135  0.106
H -5.397 2.699 1.708  0.105
H -1.052 -2.241 -1.412  0.064
H -2.131 -2.954 -0.213  0.079
H 4.457 -2.366 -2.332  0.105
H -4.605 4.718 0.683  0.084
H 2.856 -1.705 -3.652  0.121
H -3.366 3.563 0.173  0.057
H -4.643 4.028 -0.939  0.083
H -1.318 -1.444 0.159  0.069
H 6.420 -2.117 1.002  0.023


2.
Molecular formula: C10H29CuNO8P
Method: DFT, ωB97M-V with the def2-TZVPD basis set

Calculated values
Energy relative to the best compared isomer or geometry (same formula, charge and spin) = 0.0 kcal/mol
Maximum force = 3.6 eV/Å
E_LUMO = 4.778 eV
DFT total energy = -3037.026145 Ha
HOMO-LUMO gap = 0.1712 Ha
Net charge = -2

Last column: Löwdin charge in e.
Cartesian coordinates (Å):
Cu -0.120 -0.768 0.515  0.331
P 2.357 -1.614 1.249  -0.017
O 2.064 -1.818 2.770  -0.407
O 3.796 -2.048 0.927  -0.478
O 1.218 2.346 1.071  -0.145
O -0.419 -1.665 2.687  -0.164
O -2.066 -1.754 -0.747  -0.203
O 1.387 -2.482 0.400  -0.415
O 1.787 0.529 -1.610  -0.143
O 1.983 -0.135 0.866  -0.416
N -0.908 1.003 -0.749  0.058
C 2.333 1.881 -3.481  -0.112
C -1.092 -2.892 2.810  -0.354
C -1.775 -0.966 -1.865  -0.233
C -2.590 -2.710 2.640  -0.112
C -1.616 -3.087 -0.880  -0.105
C 1.096 2.633 2.447  -0.354
C 2.845 1.195 -2.229  -0.341
C -2.029 0.508 -1.554  -0.396
C -2.110 1.272 -2.890  -0.077
C 0.667 4.072 2.624  -0.117
H -2.120 2.354 -2.753  0.066
H 3.684 0.536 -2.477  0.110
H 3.247 1.951 -1.540  0.113
H -0.030 1.020 -1.283  0.059
H 2.011 2.330 2.964  0.115
H 3.145 2.438 -3.958  0.056
H -0.298 4.241 2.145  0.060
H 0.602 -1.838 2.739  -0.015
H 2.030 0.239 -0.666  0.036
H -0.868 -3.414 3.749  0.104
H -2.190 -3.720 -0.200  0.078
H -1.192 1.072 -3.458  0.074
H -1.091 1.972 -0.510  0.085
H 1.504 1.365 1.034  0.027
H -1.788 -3.525 -1.874  0.080
H -0.675 -3.531 2.012  0.102
H -2.914 0.949 -3.560  0.063
H -2.860 -2.130 1.755  0.053
H -0.550 -3.145 -0.622  0.072
H -2.957 0.653 -0.999  0.137
H -3.169 -3.630 2.497  0.055
H -2.977 -2.241 3.551  0.059
H 1.893 1.146 -4.160  0.062
H 1.550 2.617 -3.278  0.061
H 0.319 1.976 2.866  0.111
H 1.421 4.769 2.248  0.060
H -2.363 -1.264 -2.747  0.119
H -0.717 -1.030 -2.156  0.140
H 0.546 4.342 3.680  0.057


3.
Molecular formula: C10H29InN5O9
Method: DFT, ωB97M-V with the def2-TZVPD basis set

Calculated values
Maximum force = 1.6 eV/Å
E_LUMO = 0.744 eV
DFT total energy = -1539.040205 Ha
HOMO-LUMO gap = 0.1648 Ha
Net charge = -1

Last column: Löwdin charge in e.
Cartesian coordinates (Å):
In -2.115 3.077 -1.483  0.434
O 3.678 -5.267 3.846  0.089
O 2.968 -1.335 7.030  0.052
O -0.005 6.090 -6.787  0.044
O 0.993 -0.678 6.497  0.079
O 1.270 -1.443 -0.061  0.079
O -2.522 0.588 -3.394  -0.101
O 0.725 6.970 -4.968  0.061
O 3.504 -3.241 3.158  0.021
O 0.820 -3.199 -1.217  0.063
N 1.080 -2.627 -0.181  -0.452
N 4.134 -4.254 3.375  -0.433
N -3.830 1.918 -0.967  -0.216
N 0.317 6.036 -5.620  -0.461
N 1.916 -1.454 6.441  -0.460
C -1.095 0.649 -3.375  -0.519
C -0.552 1.623 -2.298  -0.269
C 0.199 4.717 -4.947  0.031
C -0.526 -0.791 -3.113  -0.073
C -4.272 2.098 0.407  -0.406
C 1.761 -2.656 5.585  0.042
C 5.577 -4.234 3.033  0.056
C 1.178 -3.449 1.051  0.043
C -2.579 0.144 0.829  -0.133
C -3.354 1.348 1.427  -0.266
H 2.183 -3.329 1.446  0.063
H -0.751 0.980 -4.374  0.113
H -1.199 -1.509 -3.615  0.067
H -0.503 -0.959 -2.034  0.041
H -2.738 0.001 -4.112  0.062
H -3.242 -0.733 0.735  0.065
H 0.780 -2.631 5.124  0.099
H 2.542 -2.626 4.831  0.059
H 0.434 -3.080 1.752  0.103
H -5.306 1.721 0.555  0.090
H -2.632 2.007 1.931  0.081
H -1.347 3.909 -0.098  -0.122
H 6.004 -5.199 3.281  0.096
H -0.082 1.060 -1.474  0.014
H 6.040 -3.442 3.616  0.106
H -0.844 4.412 -4.996  0.085
H 0.235 2.245 -2.768  0.008
H 0.839 4.021 -5.483  0.098
H 0.475 -0.892 -3.555  0.074
H -2.389 4.300 -2.767  -0.140
H -2.155 0.335 -0.163  0.030
H 0.986 -4.485 0.792  0.094
H 1.867 -3.528 6.225  0.103
H -4.281 3.168 0.722  0.073
H 5.657 -4.034 1.968  0.105
H -1.754 -0.126 1.511  0.056
H -4.590 2.007 -1.624  -0.002
H -4.017 0.955 2.220  0.085
H 0.518 4.819 -3.916  0.091


4.
Molecular formula: C10H29Li2O9
Method: DFT, ωB97M-V with the def2-TZVPD basis set

Calculated values
Maximum force = 5.5 eV/Å
E_LUMO (spin up / spin down) = -0.806 / -1.163 eV
DFT total energy = -1090.443737 Ha
⟨S²⟩ = 0.750
HOMO-LUMO gap (spin up / spin down) = 0.1524 / 0.2942 Ha
2S+1 = 2

Last column: Löwdin charge in e.
Cartesian coordinates (Å):
O -2.000 -3.955 0.328  -0.094
O -2.545 1.569 -1.470  -0.142
O -1.455 0.245 1.123  -0.520
O 3.862 -1.063 -2.085  -0.067
O -1.917 3.355 1.906  -0.065
O 3.276 -2.715 1.302  -0.077
O -1.332 2.164 -4.278  -0.047
O 1.043 5.352 2.653  -0.068
O 1.423 -4.213 -0.760  -0.084
C -0.284 4.921 2.917  -0.223
C -2.968 2.092 -2.605  -0.309
C 3.098 -1.686 0.272  -0.200
C -1.912 2.968 -3.348  -0.245
C 3.995 -1.963 -1.009  -0.237
C 0.173 -1.017 2.570  -0.046
C -0.592 -4.023 0.332  -0.256
C -0.698 4.068 1.681  -0.251
C 0.081 -4.637 -0.883  -0.235
C -0.103 0.141 1.475  -0.439
Li -2.908 -0.983 0.442  0.525
Li -1.002 0.034 -1.107  0.491
H -1.783 2.479 1.538  0.032
H 0.414 0.036 0.521  0.038
H 3.341 -0.716 0.706  0.118
H 0.299 1.097 1.811  0.079
H -0.404 -4.605 -1.859  0.127
H 2.798 -3.487 0.992  0.051
H 0.117 3.387 1.433  0.097
H -0.359 4.259 3.780  0.114
H 0.189 -5.704 -0.689  0.115
H -3.878 2.616 -2.312  0.122
H 2.917 -0.968 -2.227  0.069
H 1.234 -1.230 2.709  0.055
H -2.359 -3.617 -0.495  0.049
H 3.626 -2.911 -1.400  0.089
H 1.874 -4.301 -1.603  0.091
H 5.067 -2.061 -0.840  0.124
H -0.002 -4.174 1.236  0.137
H -1.188 3.382 -2.646  0.121
H -1.027 5.704 3.071  0.119
H -0.251 -1.987 2.312  0.040
H -3.253 1.279 -0.890  0.070
H 2.062 -1.691 -0.068  0.078
H -0.390 -2.973 0.117  0.077
H -3.420 1.390 -3.305  0.124
H -0.777 1.533 -3.813  0.078
H -2.422 3.817 -3.804  0.125
H 1.426 4.804 1.965  0.068
H -0.315 -0.723 3.499  0.068
H -0.767 4.712 0.804  0.114


5.
Molecular formula: C10H29NO7Ti
Method: DFT, ωB97M-V with the def2-TZVPD basis set

Calculated values
Energy relative to the best compared isomer or geometry (same formula, charge and spin) = 44.5 kcal/mol
Maximum force = 5.9 eV/Å
E_LUMO (spin up / spin down) = -2.116 / -2.191 eV
DFT total energy = -1828.935418 Ha
⟨S²⟩ = 3.751
HOMO-LUMO gap (spin up / spin down) = 0.1698 / 0.3716 Ha
2S+1 = 4
Net charge = +1

Last column: Löwdin charge in e.
Cartesian coordinates (Å):
Ti -1.189 0.052 0.028  0.664
O -0.659 0.696 -2.121  -0.079
O 1.034 2.996 -2.544  -0.042
O -2.491 -1.890 -0.349  -0.159
O -3.399 0.913 0.266  -0.106
O -0.784 0.551 2.268  -0.254
O -0.013 2.740 0.300  -0.086
O 3.165 -2.165 -1.051  -0.207
N 0.900 -1.187 0.483  -0.057
C 0.863 -2.516 -0.079  -0.194
C -4.212 -0.191 -0.237  -0.182
C 1.627 3.446 -1.327  -0.232
C 0.433 -1.463 1.847  -0.249
C -0.967 1.625 3.216  -0.082
C -3.698 -1.490 0.322  -0.206
C 3.988 -1.859 -2.132  -0.130
C 1.364 2.602 -0.130  -0.215
C 0.357 -0.275 2.705  -0.177
C 1.768 -2.494 -1.440  -0.129
H -5.239 -0.152 0.124  0.128
H 1.457 3.463 -3.268  0.106
H -0.421 2.559 3.086  0.085
H 1.310 0.239 2.583  0.134
H -1.994 1.979 3.311  0.093
H -0.063 -2.928 -0.480  0.102
H -4.354 -0.269 -1.314  0.135
H 1.351 -1.712 -2.074  0.094
H 1.003 -2.206 2.404  0.137
H -3.782 1.765 0.045  0.107
H 1.310 4.442 -1.020  0.126
H -4.330 -2.290 -0.066  0.132
H -0.788 1.320 4.247  0.088
H 1.253 -3.390 0.443  0.123
H 4.923 -1.394 -1.819  0.088
H -3.507 -1.643 1.384  0.135
H 0.306 -0.466 3.777  0.131
H -0.173 3.660 0.522  0.094
H 1.466 1.539 -0.346  0.109
H -2.358 -2.839 -0.405  0.098
H 2.713 3.532 -1.365  0.130
H 1.645 -3.286 -2.179  0.117
H 2.036 2.820 0.700  0.131
H 3.505 -1.135 -2.788  0.086
H 1.884 -0.961 0.484  0.119
H -0.146 1.503 -2.168  0.009
H -0.564 -1.901 1.796  0.121
H 4.282 -2.795 -2.605  0.092
H -0.811 0.455 -3.035  0.072


6.
Molecular formula: C10H30ClMgO5
Method: DFT, ωB97M-V with the def2-TZVPD basis set

Calculated values
Energy relative to the best compared isomer or geometry (same formula, charge and spin) = 7.7 kcal/mol
Maximum force = 4.1 eV/Å
E_LUMO = -2.851 eV
DFT total energy = -1435.357690 Ha
HOMO-LUMO gap = 0.3359 Ha
Net charge = +1

Last column: Löwdin charge in e.
Cartesian coordinates (Å):
Cl 2.105 0.405 -1.773  0.034
Mg 0.446 0.092 -0.247  0.293
O -1.092 -0.406 1.400  -0.108
O 1.818 -0.513 1.348  -0.181
O 0.130 -1.796 -0.443  -0.128
O -1.113 0.814 -1.203  -0.175
O 0.552 1.813 0.759  -0.151
C -2.906 -0.232 2.920  -0.070
C -1.460 1.116 -2.578  -0.211
C 4.032 -0.838 1.779  -0.068
C 0.178 3.118 0.349  -0.251
C 2.762 -1.609 1.568  -0.221
C -1.690 0.439 2.351  -0.304
C -0.302 -2.217 -1.666  -0.328
C 0.388 -3.497 -2.152  -0.036
C 1.178 3.805 -0.600  -0.050
C -2.657 0.218 -2.801  -0.054
H 1.456 -3.572 -1.944  0.090
H 2.287 -2.380 2.175  0.126
H 4.811 -1.493 2.168  0.082
H 3.941 -0.059 2.535  0.084
H -2.324 -0.734 -3.214  0.076
H 0.272 -3.733 -3.210  0.088
H -1.062 0.541 3.236  0.121
H 0.749 4.805 -0.670  0.082
H -1.657 2.181 -2.698  0.126
H -2.641 -1.174 3.400  0.086
H -3.383 0.680 -3.470  0.088
H -0.203 -4.320 -1.750  0.079
H -1.193 -1.296 1.746  0.108
H -0.026 3.720 1.235  0.129
H -1.906 1.028 -0.707  0.103
H -3.405 0.383 3.669  0.096
H 1.221 3.334 -1.582  0.057
H 2.224 3.893 -0.305  0.087
H -1.362 -2.464 -1.601  0.127
H 2.845 -2.130 0.614  0.113
H -3.576 -0.525 2.112  0.088
H -3.233 -0.024 -1.908  0.087
H 1.748 -0.145 2.232  0.092
H -0.789 2.933 -0.118  0.104
H -0.206 -1.434 -2.418  0.097
H -1.950 1.441 2.008  0.127
H 0.128 -2.603 0.077  0.138
H 0.857 1.967 1.657  0.119
H 4.580 -0.480 0.908  0.095
H -0.572 0.947 -3.187  0.114


Look up the DFT total energy of the fourth one.
-1090.443737 Ha